Record 1
The following is a quantum chemistry calculation of C36H36N3OP2RuS3 as an isolated structure at a distorted geometry, from OMol25.

Cartesian coordinates (Å):
1 Ru -1.4597 0.6173 -0.2839
2 S -1.3762 0.0773 2.0904
3 P 0.5405 0.5421 1.6711
4 C 0.6256 0.9579 0.0395
5 P 0.9131 0.5862 -1.5739
6 S -0.7717 1.1243 -2.5528
7 C 1.3200 -1.1531 -1.9274
8 C 1.2424 -2.1233 -0.9393
9 C 1.5457 -3.4471 -1.2298
10 C 1.9198 -3.8052 -2.5155
11 C 1.9943 -2.8380 -3.5118
12 C 1.6999 -1.5168 -3.2180
13 C 2.3495 1.4393 -2.2991
14 C 3.6327 1.0450 -1.9204
15 C 4.7416 1.7218 -2.4012
16 C 4.5752 2.7946 -3.2695
17 C 3.3020 3.1888 -3.6506
18 C 2.1879 2.5154 -3.1626
19 C 1.0438 1.9588 2.6850
20 C 1.7814 2.9887 2.1126
21 C 2.1962 4.0623 2.8910
22 C 1.8724 4.1050 4.2385
23 C 1.1367 3.0749 4.8125
24 C 0.7234 2.0022 4.0391
25 C 1.6953 -0.7620 2.1993
26 C 3.0420 -0.6271 1.8652
27 C 3.9386 -1.6361 2.1740
28 C 3.4966 -2.7842 2.8218
29 C 2.1602 -2.9162 3.1667
30 C 1.2577 -1.9046 2.8565
31 H 0.9335 -1.8439 0.0573
32 H 1.4887 -4.1944 -0.4476
33 H 2.1555 -4.8367 -2.7453
34 H 2.2846 -3.1144 -4.5174
35 H 1.7605 -0.7642 -3.9960
36 H 3.7612 0.1968 -1.2557
37 H 5.7359 1.4107 -2.1066
38 H 5.4417 3.3199 -3.6510
39 H 3.1725 4.0231 -4.3282
40 H 1.1883 2.8203 -3.4475
41 H 2.0135 2.9413 1.0544
42 H 2.7675 4.8657 2.4434
43 H 2.1895 4.9439 4.8449
44 H 0.8796 3.1129 5.8633
45 H 0.1340 1.2068 4.4800
46 H 3.3827 0.2660 1.3518
47 H 4.9828 -1.5317 1.9081
48 H 4.1978 -3.5742 3.0588
49 H 1.8172 -3.8076 3.6768
50 H 0.2087 -1.9992 3.1108
51 S -3.8546 1.1089 0.0543
52 C -3.1394 2.6814 0.1703
53 C -3.7524 3.9107 0.4066
54 C -2.9700 5.0480 0.3920
55 C -1.6020 4.9533 0.1377
56 C -1.0565 3.7046 -0.0724
57 N -1.8105 2.6083 -0.0308
58 H -4.8179 3.9487 0.5828
59 H -3.4215 6.0157 0.5713
60 H -0.9711 5.8297 0.1112
61 H -0.0051 3.5371 -0.2634
62 C -3.6685 -0.9993 -2.6770
63 N -3.8060 -1.8797 -1.5262
64 C -5.1278 -2.3802 -1.1945
65 C -5.0080 -3.7996 -0.6804
66 C -4.0746 -3.8135 0.5123
67 N -2.8779 -3.0196 0.2751
68 C -1.7693 -3.2843 1.1740
69 C -2.7617 -2.0815 -0.6947
70 O -1.6807 -1.4537 -0.8423
71 H -4.0775 -0.0084 -2.4723
72 H -4.1987 -1.4480 -3.5189
73 H -2.6180 -0.8912 -2.9265
74 H -5.7341 -2.3404 -2.0984
75 H -5.6055 -1.7337 -0.4492
76 H -4.6130 -4.4362 -1.4748
77 H -5.9824 -4.1909 -0.3874
78 H -3.7592 -4.8353 0.7365
79 H -4.5848 -3.4309 1.4032
80 H -2.1032 -3.2009 2.2106
81 H -0.9880 -2.5546 1.0049
82 H -1.3823 -4.2935 1.0049

Summary:
Charge: 0
Multiplicity: 2
E_LUMO (alpha / beta), eV: 0.629 / 0.054
Frontier orbital gap (alpha / beta), eV: 7.6 / 6.9
E, a.u.: -3605.205631

=====

Record 2
The following is a quantum chemistry calculation of a 18-piece molecular cluster, C17H68ClO21 overall at a distorted geometry, from OMol25.

Cartesian coordinates (Å):
1 Cl 0.3272 -0.0965 0.3770
2 O 0.6527 1.2143 0.8228
3 O -1.0535 0.0716 0.0164
4 O 1.1004 -0.5486 -0.7478
5 O 0.4201 -1.0774 1.4124
6 C 3.8098 3.8823 4.4060
7 O 3.1887 2.8239 4.9420
8 H 4.8164 3.7193 4.0209
9 H 3.1934 4.3996 3.6708
10 H 3.8845 4.6608 5.1652
11 H 2.3293 3.1773 5.1831
12 C -4.3696 0.2532 1.7230
13 O -5.5680 -0.4701 1.9053
14 H -3.5255 -0.2707 2.1717
15 H -4.1280 0.4084 0.6716
16 H -4.4145 1.2193 2.2258
17 H -6.0297 -0.2167 2.7080
18 C 3.7739 -3.2843 -1.2956
19 O 3.4181 -2.4673 -2.4370
20 H 4.1490 -2.7611 -0.4160
21 H 2.8407 -3.7170 -0.9350
22 H 4.4139 -4.0949 -1.6442
23 H 2.9613 -1.7090 -2.0657
24 C -0.4048 -0.7894 -5.7428
25 O 0.2770 -1.1304 -4.5928
26 H -1.3833 -1.2673 -5.6951
27 H -0.5264 0.2929 -5.6990
28 H 0.1400 -1.0032 -6.6624
29 H 1.2203 -1.0293 -4.7392
30 C 3.0414 1.1799 -4.8064
31 O 3.3681 0.1126 -3.9050
32 H 3.7642 1.1212 -5.6201
33 H 2.0722 1.1330 -5.3030
34 H 3.0789 2.0855 -4.2009
35 H 3.9890 0.4514 -3.2560
36 C -0.5123 5.6103 1.4829
37 O -0.9378 6.7543 0.8174
38 H -0.5233 4.8058 0.7476
39 H 0.5208 5.7709 1.7911
40 H -1.1508 5.3122 2.3144
41 H -1.8460 6.9152 1.0837
42 C 0.5215 3.1472 -2.8501
43 O -0.4351 3.2614 -1.8109
44 H 1.5616 3.1686 -2.5249
45 H 0.3063 2.1356 -3.1943
46 H 0.3062 3.9244 -3.5834
47 H -0.3524 2.5238 -1.2021
48 C -3.5597 -0.8722 -1.9005
49 O -2.7280 -1.5326 -2.9147
50 H -4.5949 -1.0043 -2.2153
51 H -3.3760 -1.3261 -0.9267
52 H -3.3198 0.1881 -1.8212
53 H -1.7963 -1.4946 -2.6865
54 C 4.1003 -4.8485 2.5750
55 O 5.0919 -4.6150 1.6537
56 H 3.2420 -4.3245 2.1545
57 H 3.8808 -5.8967 2.7782
58 H 4.3344 -4.2844 3.4778
59 H 5.2382 -3.6727 1.5428
60 C -0.9691 -4.0208 -0.9157
61 O -1.6909 -3.3090 0.0698
62 H -1.5603 -4.0473 -1.8311
63 H -0.0250 -3.4998 -1.0748
64 H -0.7238 -5.0081 -0.5243
65 H -1.2295 -2.5224 0.3696
66 C -3.9846 3.4521 -1.2878
67 O -3.0834 3.3326 -2.3967
68 H -4.9679 3.1990 -1.6842
69 H -3.7521 2.7641 -0.4750
70 H -3.9882 4.4813 -0.9287
71 H -2.1738 3.1376 -2.1596
72 C -3.4190 -5.7672 1.9007
73 O -3.9222 -4.9085 0.8091
74 H -3.2696 -6.7940 1.5667
75 H -2.4772 -5.3494 2.2565
76 H -4.1082 -5.8300 2.7428
77 H -3.2281 -4.3283 0.4881
78 C -4.4140 1.2370 -4.7000
79 O -4.9936 2.5195 -4.4321
80 H -5.1838 0.4663 -4.6589
81 H -3.9040 1.2044 -5.6628
82 H -3.8526 0.7979 -3.8753
83 H -4.3710 3.0071 -3.8878
84 C -2.0822 -3.0243 3.9202
85 O -1.7535 -1.8476 4.5203
86 H -1.1884 -3.6409 4.0147
87 H -2.8326 -3.5955 4.4668
88 H -2.5526 -2.9259 2.9419
89 H -1.7885 -1.1716 3.8396
90 C 4.1274 1.0459 -0.7087
91 O 5.0642 1.2772 -1.7517
92 H 3.5257 0.1466 -0.8404
93 H 4.5286 1.0427 0.3048
94 H 3.4014 1.8511 -0.5956
95 H 5.3100 2.1990 -1.6447
96 C 4.1247 -0.1317 3.4693
97 O 4.9743 1.0093 3.7360
98 H 4.7158 -0.9959 3.7724
99 H 3.2689 0.1462 4.0845
100 H 3.9281 -0.1847 2.3985
101 H 4.4768 1.7243 4.1394
102 C -0.3728 1.2864 4.2563
103 O -1.2149 0.7194 3.3274
104 H 0.5151 0.7075 4.5108
105 H -0.0384 2.2830 3.9683
106 H -0.9199 1.4230 5.1891
107 H -0.7235 0.5227 2.5266

Summary:
Charge: -1
E_LUMO, eV: 1.967
Frontier orbital gap, eV: 9.5
E, a.u.: -2728.211198

=====

Record 3
The following is a quantum chemistry calculation of C4H6OS2 in the gas phase at a distorted geometry, from OMol25.

Cartesian coordinates (Å):
1 C -2.5575 0.0863 0.9128
2 C -1.9528 -0.4528 -0.4440
3 S -0.3306 -1.2170 -0.3162
4 C 0.8314 0.0194 0.0372
5 S 2.3876 -0.3507 0.2510
6 C 0.5660 1.5278 0.0237
7 O -0.3602 2.0378 -0.5599
8 H -2.5049 -0.7475 1.6216
9 H -2.0232 0.9377 1.2752
10 H -3.6396 0.4361 0.8121
11 H -1.9039 0.3474 -1.2062
12 H -2.4957 -1.3365 -0.8510
13 H 1.2145 2.0596 0.6913

Summary:
SMILES: CCSC(=S)C=O
Charge: 0
E_LUMO, eV: -1.145
Frontier orbital gap, eV: 8.0
E, a.u.: -1027.587115

=====

Record 4
The following is a quantum chemistry calculation of C3H3NOS3 in the gas phase at a distorted geometry, from OMol25.

Cartesian coordinates (Å):
1 O -2.3833 1.4630 0.2644
2 N -1.1185 1.7588 -0.0319
3 C -0.2038 0.8596 -0.0410
4 S 1.5868 1.3436 -0.2358
5 C 2.2633 -0.2153 0.3542
6 S 1.0693 -1.4442 0.0548
7 C -0.4060 -0.5652 -0.0480
8 S -1.7837 -1.5280 -0.1327
9 H -2.8487 2.3078 0.5357
10 H 3.1217 -0.3865 -0.3722
11 H 2.7448 -0.3526 1.3712

Summary:
SMILES: O/N=C1/SCSC1=S
Charge: 0
E_LUMO, eV: -1.108
Frontier orbital gap, eV: 7.5
E, a.u.: -1440.566460

=====

Record 5
The following is a quantum chemistry calculation of C4H7NO2S as an isolated structure at a distorted geometry, from OMol25.

Cartesian coordinates (Å):
1 C 1.5147 -0.1945 -0.7578
2 C 0.9486 -0.8798 0.3558
3 C -1.4514 -0.1984 0.2580
4 C -1.1275 1.1797 0.3859
5 H 2.7188 -0.5709 -0.5400
6 H 1.5855 1.1991 -0.5718
7 H 0.8373 -0.5810 -1.8185
8 H 1.1765 -0.2551 1.3458
9 H 1.2681 -1.9868 0.5407
10 H -0.7205 -2.1116 0.6610
11 H -1.3117 2.7997 -0.8271
12 N -0.5189 -1.1032 0.3254
13 O -1.4090 1.9117 -0.7038
14 O -0.4045 1.4938 1.3835
15 S -3.1060 -0.7027 -0.0370

Summary:
Charge: 0
E_LUMO, eV: -0.536
Frontier orbital gap, eV: 7.9
E, a.u.: -759.899600

=====

Record 6
The following is a quantum chemistry calculation of C23H47BrIrN7SSeSi2 as an isolated structure, from OMol25.

Cartesian coordinates (Å):
1 Ir 0.0093 -0.1377 0.1732
2 N -1.8198 -2.9652 -2.2387
3 C -1.2384 -1.7728 -2.2040
4 N -0.7488 -1.6069 -0.9808
5 C -1.1195 -2.7403 -0.3012
6 N -1.7619 -3.5907 -1.0474
7 C -0.8247 -2.8039 1.1248
8 C -1.1378 -3.8688 1.9519
9 N -0.8865 -3.8243 3.2551
10 C -0.3123 -2.7313 3.7312
11 C 0.0140 -1.6481 2.9185
12 N -0.2471 -1.6866 1.6145
13 H -2.2611 -3.4256 -3.0247
14 H -1.1660 -1.0840 -3.0284
15 H -1.6005 -4.7625 1.5503
16 H -0.1031 -2.6983 4.7933
17 H 0.4903 -0.7602 3.3086
18 C 0.8804 4.6765 0.8897
19 C 1.8585 4.6726 2.0751
20 C 1.6737 5.9821 2.8747
21 C 3.2763 4.6636 1.4859
22 Si 1.5863 3.2383 3.2936
23 Br 1.4499 1.2998 1.6900
24 C -0.0962 3.1752 4.1780
25 C -1.2182 3.7946 3.3361
26 C -0.5530 1.7521 4.5336
27 C 0.0438 3.9993 5.4769
28 C 3.0944 2.6371 4.2823
29 C 2.7278 1.5361 5.2888
30 C 3.6042 3.8694 5.0643
31 C 4.2478 2.0885 3.4257
32 H 1.0863 5.5606 0.2806
33 H -0.1630 4.7282 1.1887
34 H 1.0049 3.8012 0.2473
35 H 1.9240 6.8238 2.2243
36 H 2.3266 6.0456 3.7462
37 H 0.6457 6.1272 3.2067
38 H 3.3635 5.4892 0.7752
39 H 3.4910 3.7375 0.9431
40 H 4.0524 4.8020 2.2363
41 H -1.3473 3.2670 2.3855
42 H -1.0642 4.8531 3.1324
43 H -2.1495 3.7096 3.9040
44 H -0.7766 1.1746 3.6312
45 H -1.4774 1.8213 5.1141
46 H 0.1646 1.2008 5.1365
47 H 0.3761 5.0224 5.2934
48 H 0.7252 3.5425 6.1930
49 H -0.9363 4.0604 5.9571
50 H 2.0172 1.8648 6.0454
51 H 3.6366 1.2337 5.8142
52 H 2.3317 0.6456 4.7938
53 H 2.8383 4.3268 5.6928
54 H 4.0174 4.6378 4.4113
55 H 4.4095 3.5431 5.7267
56 H 3.9896 1.1387 2.9554
57 H 5.0965 1.8969 4.0866
58 H 4.5894 2.7787 2.6588
59 C -4.6074 3.1002 2.0998
60 Si -4.9668 2.2292 0.5368
61 C -5.9072 0.6646 0.5768
62 C -4.6227 3.0500 -1.0588
63 Se -2.1469 0.6694 0.6095
64 H -5.4792 3.7123 2.3647
65 H -3.7528 3.7670 1.9946
66 H -4.4390 2.4022 2.9210
67 H -6.9781 0.9050 0.5974
68 H -5.6868 0.0849 1.4738
69 H -5.7248 0.0594 -0.3113
70 H -5.4795 3.6859 -1.3168
71 H -4.5019 2.3284 -1.8668
72 H -3.7447 3.6928 -0.9962
73 C 4.3529 1.7183 -1.5962
74 N 2.9200 1.7416 -1.3030
75 C 1.9959 1.1854 -2.0482
76 N 2.3284 0.5260 -3.1500
77 S 0.2838 1.3710 -1.6410
78 H 4.8754 2.2275 -0.7929
79 H 4.5602 2.2420 -2.5305
80 H 4.7176 0.6920 -1.6515
81 H 2.5939 2.2440 -0.4892
82 H 3.2759 0.5203 -3.5023
83 H 1.6022 0.2337 -3.7806

Summary:
Charge: +3
Multiplicity: 2
E_LUMO (alpha / beta), eV: -10.065 / -10.247
Frontier orbital gap (alpha / beta), eV: 6.7 / 6.3
E, a.u.: -7344.032456

=====

Which of these has the lowest charge?
C17H68ClO21

=====

What is the E in the fifth record?
-759.899600 a.u.

=====

Among the records above, which one has the highest charge?
C23H47BrIrN7SSeSi2